# 1
This record from the Open Molecules 2025 dataset describes one molecule with the formula C3H4OS. The level of theory is wB97M-V/def2-TZVPD.

The SMILES is CC#CSO. The total energy is -16054.97838 eV. The calculation puts the energy relative to the best compared isomer or geometry (same formula, charge and spin) at 72.21 kcal per mole. As for the charge: 0. The HOMO-LUMO gap comes out at 9.0 eV.

```
9
Properties=species:S:1:pos:R:3:nbo_charge:R:1
C 0.19377 -0.57603 -0.11215 -0.02
C -0.39778 0.38845 -0.56768 -0.25
C 0.41782 -1.75637 0.79991 -0.67
O -0.74869 3.00471 -0.87162 -0.85
S -0.99212 1.68779 -1.84476 0.59
H 1.31421 -1.56652 1.33476 0.23
H 0.40989 -2.75045 0.41936 0.24
H -0.45924 -1.63027 1.53631 0.24
H 0.26214 3.19870 -0.69415 0.49
```

=====

# 2
This record from the Open Molecules 2025 dataset describes one molecule with the formula C4H6N2O. The level of theory is wB97M-V/def2-TZVPD.

The SMILES is C#C/C(=N/N)OC. The total energy is -9268.96189 eV. The calculation puts the energy relative to the best compared isomer or geometry (same formula, charge and spin) at 104.69 kcal per mole. As for the charge: 0. The HOMO-LUMO gap comes out at 9.3 eV.

```
13
Properties=species:S:1:pos:R:3:nbo_charge:R:1
C 1.88367 -0.71747 0.95288 -0.25
C -0.22955 0.06749 -0.14839 0.38
C 0.47594 0.83374 -1.10480 -0.08
C 0.89802 1.55213 -1.98113 -0.18
H 2.24908 0.10478 1.63854 0.20
H 2.20691 -1.69268 1.15349 0.20
H 2.25674 -0.56884 -0.08235 0.19
H -1.38467 -0.95541 1.50314 0.37
H -2.89253 -0.04292 1.20260 0.37
H 1.51266 1.90196 -2.76546 0.24
N -1.50859 0.06683 -0.20570 -0.24
N -2.14148 -0.65329 0.81871 -0.66
O 0.42923 -0.63211 0.84346 -0.54
```

=====

# 3
This record from the Open Molecules 2025 dataset describes C7H22ClI2N2OP2Ru as an isolated structure. The level of theory is wB97M-V/def2-TZVPD.

Its spin multiplicity is 6. The total energy is -62511.19131 eV. The calculation puts the energy relative to the best compared isomer or geometry (same formula, charge and spin) at 0.00 kcal per mole. As for the charge: +2. As for the expectation value of S²: 8.774. The HOMO-LUMO gap (alpha / beta) comes out at 6.0 / 5.4 eV.

```
38
Properties=species:S:1:pos:R:3:nbo_charge:R:1
I -0.20386 -1.79324 -0.64320 0.22
I -0.35275 1.59142 0.72168 0.21
Ru 1.86585 0.19883 -0.46086 0.56
P 1.59318 -0.62896 1.60795 1.11
C 0.22623 -1.11912 2.70682 -0.97
C 2.64550 -2.10748 1.57506 -0.98
H 3.07379 -2.24571 2.57679 0.27
H 2.99506 -0.02149 3.45816 0.27
H 3.44711 -1.94514 0.84156 0.27
H 3.32874 0.98229 2.00097 0.27
H -0.44444 -1.83189 2.20542 0.27
H 2.04918 -2.98516 1.29394 0.27
C 2.54378 0.53710 2.62767 -0.98
H 0.64923 -1.59271 3.60683 0.28
H 1.88084 1.32143 3.01540 0.27
H -0.36836 -0.24553 3.00793 0.26
P 0.51646 0.83057 -2.13912 1.11
C -1.26903 0.90056 -2.49563 -0.96
C 1.07186 2.52746 -2.47564 -0.98
H 2.24315 -0.30757 -3.35448 0.27
H 1.06011 0.49578 -4.45014 0.27
H 0.63272 -1.06014 -3.64832 0.27
C 1.17747 -0.11208 -3.54206 -0.98
H 2.12453 2.61135 -2.17480 0.27
H 0.97095 2.71455 -3.55203 0.27
H -1.40789 1.22816 -3.53671 0.28
H -1.77321 1.61029 -1.82620 0.26
H 0.46048 3.24034 -1.90870 0.27
H -1.73498 -0.08598 -2.36296 0.27
Cl 4.08066 0.52523 -0.96983 -0.33
N -4.63347 0.00640 0.04565 -0.80
C -3.65022 -0.42044 0.89391 0.79
N -4.03434 -0.76844 2.15750 -0.80
O -2.46284 -0.44403 0.55561 -0.74
H -5.60762 -0.00129 0.29205 0.42
H -4.36423 0.27637 -0.89342 0.41
H -3.32356 -1.07910 2.79349 0.41
H -5.00608 -0.80264 2.44972 0.42
```

=====

# 4
This record from the Open Molecules 2025 dataset describes C24H24Br9F7O21 as an isolated structure. The level of theory is wB97M-V/def2-TZVPD.

The total energy is -717679.04410 eV. The calculation puts the energy relative to the best compared isomer or geometry (same formula, charge and spin) at 14.12 kcal per mole. As for the charge: 0. The HOMO-LUMO gap comes out at 9.9 eV.

```
85
Properties=species:S:1:pos:R:3:lowdin_charge:R:1
C -5.41164 -1.15877 0.54242 -1.63
Br -5.43210 0.26213 1.92740 0.56
Br -7.13793 -1.42868 -0.23158 0.59
Br -4.60573 -2.72228 1.21610 0.64
H -4.78921 -0.74729 -0.22568 -0.07
C -6.18096 2.63776 -3.20034 -1.74
Br -7.47704 1.29062 -3.16993 0.61
Br -5.28064 2.57714 -4.84115 0.61
Br -5.00915 2.70144 -1.68237 0.60
H -6.66113 3.61344 -3.22738 -0.03
C -2.55865 -5.67083 -0.10171 -1.72
Br -3.98420 -6.08705 -1.25391 0.61
Br -0.85565 -6.28657 -0.76759 0.56
Br -2.76188 -6.42663 1.62543 0.59
H -2.54865 -4.58411 -0.04854 -0.06
C 2.48049 0.35687 4.29081 0.00
C 3.23852 -0.83842 3.86841 -0.37
O 3.74267 -1.50071 5.00861 0.12
C 3.32253 -0.80381 6.12376 -0.53
O 3.64925 -1.15775 7.22168 0.16
O 2.46643 0.17780 5.77469 0.08
F 4.28220 -0.50881 3.08827 0.07
H 1.41361 0.24761 3.86388 0.16
H 2.95548 1.27153 3.93695 0.14
H 2.71192 -1.60955 3.23684 0.16
C 1.64620 4.28814 -1.57910 -0.06
C 2.91553 4.32901 -0.69026 -0.22
O 2.93645 3.04171 -0.05197 0.11
C 1.66205 2.56661 -0.08579 -0.54
O 1.24745 1.66161 0.55108 0.18
O 0.92183 3.29538 -0.94872 0.08
F 2.72760 5.27019 0.31960 0.04
H 1.73636 4.07975 -2.64449 0.14
H 1.14521 5.23858 -1.40427 0.14
H 3.93596 4.53236 -1.08398 0.18
C -1.90339 3.86096 4.21001 -0.05
C -2.75082 3.17912 3.13668 -0.28
O -2.14341 3.68121 1.90487 0.12
C -1.43012 4.79322 2.22179 -0.58
O -0.83834 5.50647 1.49028 0.17
O -1.32330 4.97267 3.54591 0.08
F -4.04750 3.54841 3.11497 0.06
H -1.08611 3.21836 4.46407 0.13
H -2.58104 4.09700 5.06364 0.16
H -2.76018 2.08712 3.20659 0.14
C -2.88113 -2.98530 -3.78748 -0.04
C -3.83975 -2.03211 -4.41887 -0.32
O -3.18132 -0.85510 -4.64865 0.16
C -2.01417 -0.87314 -4.03531 -0.55
O -1.29319 0.06781 -3.95944 0.17
O -1.73236 -2.13116 -3.50742 0.05
F -4.82835 -1.71651 -3.51335 0.05
H -2.52047 -3.91370 -4.38082 0.17
H -3.38153 -3.45226 -2.97874 0.09
H -4.32218 -2.29584 -5.35486 0.17
C -0.47729 -0.62065 -0.63271 -0.08
C -1.76138 0.16438 -0.78866 -0.23
O -2.06137 0.51933 0.53281 0.10
C -1.25484 -0.12594 1.42426 -0.49
O -1.28744 0.01898 2.64610 0.11
O -0.43057 -0.94975 0.73615 0.08
F -2.76542 -0.72760 -1.25151 0.00
H 0.33366 0.06097 -0.84723 0.11
H -0.39152 -1.50082 -1.31676 0.15
H -1.76647 0.99174 -1.46219 0.16
C 3.98403 -3.47911 1.17202 -0.07
C 2.64452 -4.16548 1.05194 -0.26
O 2.10521 -3.70204 -0.23830 0.12
C 2.85250 -2.60960 -0.56172 -0.49
O 2.56887 -1.84795 -1.45180 0.14
O 4.00899 -2.45437 0.19150 0.07
F 1.79894 -3.73968 2.02269 0.08
H 4.77770 -4.18468 0.89975 0.15
H 4.14786 -3.09111 2.15931 0.12
H 2.78202 -5.27074 0.98290 0.18
C 4.60241 -0.21339 -2.44318 -0.06
C 4.78119 0.69949 -1.33713 -0.28
O 5.39851 1.81603 -1.94399 0.13
C 5.88930 1.47760 -3.14768 -0.58
O 6.64295 2.19744 -3.72521 0.17
O 5.50421 0.25084 -3.50923 0.10
F 5.65547 0.15779 -0.37548 0.04
H 3.53579 -0.07266 -2.85550 0.17
H 4.70315 -1.24836 -2.29378 0.11
H 3.89452 0.98370 -0.76841 0.15
```

=====

# 5
This record from the Open Molecules 2025 dataset describes one molecule with the formula C17H31NO. The level of theory is wB97M-V/def2-TZVPD.

The SMILES is CC(C)=CCC[C@@H](C)N(C=O)[C@H](C)CCC=C(C)C. The total energy is -21669.55834 eV. The calculation puts the energy relative to the best compared isomer or geometry (same formula, charge and spin) at 0.76 kcal per mole. As for the charge: 0. The HOMO-LUMO gap comes out at 9.3 eV.

```
50
Properties=species:S:1:pos:R:3:nbo_charge:R:1
C 5.84282 -0.62757 -0.08428 -0.63
C 4.46365 -0.57604 0.50258 0.05
C 3.49375 -1.36049 0.04999 -0.23
C 2.06999 -1.39801 0.51666 -0.44
H 1.88535 -2.35232 1.02242 0.21
C 1.10083 -1.27421 -0.66320 -0.39
H 0.09606 -1.56094 -0.34634 0.20
H 1.40641 -1.96649 -1.45002 0.21
C 1.08264 0.14319 -1.24771 -0.06
N 0.40971 1.08349 -0.35871 -0.45
C 1.09815 2.12027 0.13944 0.54
O 2.26350 2.37401 -0.07394 -0.64
H 0.48514 2.75309 0.80530 0.11
C -1.00371 0.91507 -0.04936 -0.03
C -1.83451 2.05776 -0.63614 -0.62
H -1.56544 3.00945 -0.18498 0.20
H -1.67255 2.13032 -1.70886 0.21
H -2.88911 1.86989 -0.45368 0.22
H -1.32096 -0.00822 -0.53844 0.21
C -1.23331 0.75549 1.46600 -0.41
H -0.29136 0.47089 1.93935 0.22
H -1.54879 1.70700 1.89758 0.20
C -2.28039 -0.31875 1.79114 -0.43
C -3.62807 0.02603 1.23898 -0.21
C -4.28864 -0.56621 0.25096 0.03
C -3.80584 -1.74788 -0.53702 -0.65
H -3.61810 -1.45196 -1.56980 0.22
H -4.57375 -2.52033 -0.55282 0.22
H -2.89645 -2.17913 -0.13086 0.21
C -5.63707 -0.06864 -0.18464 -0.63
H -5.62279 0.17906 -1.24590 0.21
H -6.39031 -0.84233 -0.03789 0.21
H -5.93480 0.81382 0.37558 0.21
H -4.08905 0.87915 1.72282 0.19
H -2.36032 -0.39734 2.87911 0.22
H -1.93162 -1.28157 1.41749 0.20
C 0.46605 0.17065 -2.64626 -0.61
H -0.54203 -0.23917 -2.64571 0.20
H 1.07472 -0.42014 -3.32556 0.22
H 0.43025 1.19140 -3.01944 0.22
H 2.11562 0.50388 -1.30964 0.25
H 1.87743 -0.59525 1.22740 0.21
H 3.71593 -2.06303 -0.74467 0.19
C 4.28170 0.43978 1.59291 -0.68
H 5.24582 0.75227 1.98590 0.21
H 3.68631 0.04551 2.41369 0.21
H 3.77704 1.31860 1.19164 0.26
H 6.56854 -0.91116 0.67832 0.21
H 5.90150 -1.34098 -0.90279 0.21
H 6.12005 0.35810 -0.45665 0.21
```

=====

# 6
This record from the Open Molecules 2025 dataset describes a 2-piece molecular cluster, C4H12O3 overall. The level of theory is wB97M-V/def2-TZVPD.

The SMILES is OCCCCO.O. The total energy is -10484.21583 eV. The calculation puts the energy relative to the best compared isomer or geometry (same formula, charge and spin) at 21.29 kcal per mole. As for the charge: 0. The HOMO-LUMO gap comes out at 11.1 eV.

```
19
Properties=species:S:1:pos:R:3:nbo_charge:R:1
C 0.27022 -0.96757 -0.74615 -0.08
O 0.37246 -2.34338 -1.13624 -0.72
C -1.04032 -0.86056 -0.00323 -0.43
C -1.36031 0.50693 0.63043 -0.43
C -0.23374 1.13658 1.41268 -0.06
O 0.41159 0.24185 2.33293 -0.73
H 1.10961 -0.50664 -0.21123 0.15
H 0.28828 -0.39581 -1.68479 0.18
H 1.01277 -2.40052 -1.84186 0.47
H -0.96481 -1.61314 0.79696 0.20
H -1.92970 -1.23480 -0.51315 0.23
H -2.17206 0.32226 1.34042 0.22
H -1.72112 1.18301 -0.14335 0.21
H -0.56535 1.93131 2.07895 0.19
H 0.56587 1.60862 0.82541 0.14
H 0.48428 -0.63833 1.95573 0.46
H 1.43064 1.56866 -1.19242 0.46
H 0.46413 2.40601 -2.01367 0.47
O 1.29176 1.91879 -2.07742 -0.93
```

=====

# 7
This record from the Open Molecules 2025 dataset describes C17H38CuN6O12 as an isolated structure. The level of theory is wB97M-V/def2-TZVPD.

Its spin multiplicity is 3. The total energy is -96388.22318 eV. As for the charge: +1. As for the expectation value of S²: 2.010. The HOMO-LUMO gap (alpha / beta) comes out at 8.2 / 3.1 eV.

```
74
Properties=species:S:1:pos:R:3:lowdin_charge:R:1
Cu 2.40603 0.26575 0.49020 0.80
C -0.08366 -0.40723 -0.17114 -1.00
O 0.17581 0.46770 0.64569 0.01
O 0.90416 -0.64632 -0.82294 0.01
O -1.21109 -0.84846 -0.34040 -0.01
C 0.13027 3.11410 -1.30079 -0.01
O 0.58968 3.87630 -0.16743 0.02
C 1.71714 3.53848 0.48259 -0.50
O 2.44281 2.51609 0.36540 0.03
O 1.82356 4.46399 1.42636 0.03
C 2.81375 4.21379 2.47622 0.01
H -0.50048 2.25268 -1.08123 0.08
H 0.92627 2.66495 -1.89471 0.09
H -0.32496 3.86046 -1.95178 0.11
H 3.02963 5.14914 2.99255 0.10
H 3.74115 3.78912 2.09192 0.10
H 2.47086 3.57568 3.29068 0.08
C -0.10098 -4.07741 -0.30071 0.00
C 0.64043 -4.37513 -1.55596 -0.57
O 0.77446 -5.54349 -1.99424 0.02
N 1.01717 -3.33275 -2.23356 0.03
C 1.49106 -3.36227 -3.63317 -0.06
H -1.14156 -3.84801 -0.53022 0.07
H 0.37490 -3.26602 0.24999 0.08
H -0.05347 -4.91232 0.39842 0.10
H 0.93611 -2.42389 -1.80054 0.08
H 1.36159 -4.25182 -4.24965 0.09
H 2.55767 -3.14907 -3.70376 0.08
H 0.93074 -2.69299 -4.28602 0.06
O -4.38479 -1.26437 -3.68751 0.39
C -3.37622 -1.47414 -3.03401 -0.48
N -3.29440 -2.06830 -1.90148 0.29
C -2.12649 -0.99895 -3.69261 0.09
H -2.53001 -1.66217 -1.38103 0.08
H -4.18108 -2.30400 -1.47917 0.16
H -2.18336 0.08820 -3.74722 0.12
H -2.04803 -1.41719 -4.69611 0.12
H -1.27450 -1.22626 -3.05188 0.09
O -4.56616 2.82533 0.89037 -0.01
C -3.49948 2.19679 1.11043 -0.55
N -3.41127 0.94147 0.68328 0.17
C -2.32255 2.89719 1.83564 0.02
H -2.47336 0.57168 0.62255 0.05
H -4.13815 0.40642 0.22999 0.11
H -2.41371 2.59906 2.88011 0.07
H -2.49865 3.96145 1.67939 0.10
H -1.35700 2.46510 1.57272 0.04
O 3.69233 0.59605 -1.25482 -0.01
C 3.74138 0.39246 -2.46892 -0.55
N 2.63207 -0.04024 -3.05008 0.20
C 4.93028 0.79976 -3.26171 0.03
H 1.83109 -0.19804 -2.45542 0.07
H 2.74614 -0.57885 -3.89684 0.11
H 4.77205 0.95190 -4.32938 0.09
H 5.74345 0.10322 -3.05754 0.10
H 5.16100 1.77521 -2.83349 0.10
O -4.15280 -2.33351 3.22632 0.10
C -3.26651 -1.93801 2.56318 -0.67
N -3.14534 -2.33057 1.31695 0.17
C -2.09724 -1.17144 3.13015 0.01
H -3.96920 -2.70499 0.86844 0.11
H -2.42465 -1.88009 0.77126 0.03
H -1.63271 -1.73242 3.94108 0.10
H -2.31287 -0.12475 3.34474 0.07
H -1.33190 -1.08944 2.35838 0.05
O 2.34167 0.27700 2.76464 0.01
C 1.52548 0.78656 3.53879 -0.62
N 0.33524 1.05635 3.30423 0.22
C 1.81240 0.98814 5.01167 0.01
H -0.24084 1.41790 4.05090 0.14
H -0.00843 0.86867 2.37323 0.07
H 1.73586 2.00186 5.40486 0.09
H 2.74628 0.50906 5.30570 0.09
H 1.07621 0.44968 5.60849 0.09
```

=====

# 8
This record from the Open Molecules 2025 dataset describes a 2-piece molecular cluster, C5H17OSi2 overall. The level of theory is wB97M-V/def2-TZVPD.

The total energy is -23255.93389 eV. The calculation puts the energy relative to the best compared isomer or geometry (same formula, charge and spin) at 30.44 kcal per mole. As for the charge: +1. The HOMO-LUMO gap comes out at 10.9 eV.

```
25
Properties=species:S:1:pos:R:3:nbo_charge:R:1
C 0.13148 -0.61738 -1.41841 -0.28
C 1.83834 1.88850 0.22978 -1.18
C 3.00993 -1.20132 0.38468 -1.14
C -2.53333 1.23139 -0.83684 -1.25
C -2.45184 -1.46123 0.95644 -1.19
O -0.10468 -0.27626 -0.02754 -0.94
Si 1.66837 0.07629 0.83711 1.60
Si -1.65013 0.22180 0.44238 1.68
H 0.39447 0.28035 -1.98273 0.22
H 1.03646 -1.28495 -1.32242 0.21
H -0.65641 -1.19009 -1.92855 0.24
H 2.10215 1.83170 -0.86696 0.25
H 1.16847 2.74685 0.39818 0.29
H 2.76925 2.38881 0.68630 0.29
H 3.67669 -1.26387 1.31438 0.29
H 2.78950 -2.19472 -0.01167 0.28
H 3.62405 -0.89111 -0.40208 0.26
H -2.45099 2.30316 -0.55820 0.28
H -2.29826 1.08137 -1.91587 0.28
H -3.68834 1.17772 -0.89870 0.30
H -1.66938 -2.05032 1.48655 0.25
H -3.29476 -1.20798 1.66759 0.27
H -2.84695 -2.32582 0.32165 0.29
H 1.43257 0.06186 2.30574 -0.15
H -1.12251 1.38833 2.00364 -0.15
```